{"formula": "C2O4S", "method": "ωB97M-V/def2-TZVPD", "elements": ["C", "C", "O", "O", "O", "O", "S"], "coordinates": [[0.55625, 0.79824, 0.09401], [-1.28721, -0.62958, -0.06719], [0.27975, 1.70200, -0.53071], [-1.13108, -1.02278, 0.99266], [-1.38949, -0.31684, -1.16591], [2.76524, -0.33430, -0.15478], [1.42214, -0.63583, 0.37302]], "atomic_forces_ev_per_a": [[1.557, -0.521, -0.169], [-0.679, -0.800, -1.627], [-0.524, 1.483, -0.030], [-0.307, -0.427, 2.480], [-0.885, 0.392, -1.189], [0.591, 0.080, -0.297], [0.248, -0.208, 0.832]], "mulliken_charge": [0.43, 0.74, -0.24, -0.37, -0.35, -0.54, 0.33], "max_force_ev_per_a": 2.54, "e_above_lowest_kcal_mol": 16.4, "homo_ev": [-9.03, -9.03], "lumo_energy_ha": [-0.0422, -0.0422], "charge": 0}